Record 1
The following is a DFT calculation (wB97M-V/def2-TZVPD) of a 3-piece molecular cluster, C3H11O4 overall in a non-equilibrium geometry.

Last column: Mulliken charge in e.
Geometry (Å):
O 2.4949 -1.2284 1.6054  -0.75
O -0.2092 2.5319 1.1558  -0.75
O -0.2220 0.3119 -2.1575  -0.61
O 0.5897 0.2400 0.4315  -0.98
C -1.4014 -0.3600 -1.7239  -0.37
C -0.5566 -0.5552 0.6948  -0.46
C -1.0672 -1.3229 -0.5645  -0.76
H -0.0313 2.9629 0.3345  0.27
H -1.3354 0.1616 1.0012  0.41
H 1.6924 -0.8206 1.2098  0.40
H -1.7124 -0.9417 -2.5928  0.27
H -0.2268 -1.9022 -0.8814  0.32
H -2.0726 0.4146 -1.3361  0.26
H 0.2217 1.6210 0.8340  0.39
H 0.3378 0.4156 -1.3372  0.40
H -1.9295 -1.8471 -0.1412  0.37
H 2.8831 -0.4371 1.9892  0.27
H -0.2957 -1.2724 1.4836  0.31

Computed properties:
- Electronic energy: -11480.1961 eV
- Net charge: -1
- Frontier orbital gap: 8.584 eV
- HOMO: -4.49 eV

---

Record 2
The following is a DFT calculation (wB97M-V/def2-TZVPD) of a 15-piece molecular cluster, C17H54BO22 overall in a non-equilibrium geometry.

Last column: Mulliken charge in e.
Geometry (Å):
O -2.4840 0.8162 -5.5955  -0.66
O 1.1667 4.5387 1.2665  -0.64
O 1.2109 1.7246 -0.4219  -0.48
O 0.4887 -0.2592 0.5602  -0.71
O -2.4278 -5.5161 -0.8122  -0.52
O -3.3261 3.5099 0.3015  -0.69
O -1.6393 -0.3903 -3.2494  -0.74
O 0.2094 -1.3890 4.1104  -0.72
O 4.8884 -1.1179 1.6183  -0.61
O 2.1577 -2.7843 -4.3227  -0.50
O -1.2756 1.2523 -0.2155  -0.57
O -7.6481 1.3570 -3.5024  -0.48
O 4.9432 -0.4003 6.5716  -0.51
O 0.7119 1.6417 5.0029  -0.58
O -6.4620 -1.4251 -1.5108  -0.63
O 2.2044 -0.5690 2.0463  -1.00
O 5.5665 2.9733 1.7386  -0.70
O 0.0338 0.1421 -1.7821  -0.59
O 2.8615 2.1449 1.0587  -0.92
O -3.2673 1.0958 -1.2237  -0.80
O 5.6265 1.1786 -3.6034  -0.57
O -1.1718 0.8176 3.0014  -0.68
C -7.3901 2.5819 -2.7770  -0.32
C -6.2355 2.2570 -1.8648  -0.78
C 5.6449 0.2306 -2.6143  -0.51
C -5.2521 -3.2951 -2.2771  -1.41
C -2.0962 0.8923 -1.1746  0.70
C 3.6179 -1.7436 5.0090  -0.48
C 4.2107 -0.1324 -2.1943  -0.26
C 1.6002 0.0435 1.1478  0.58
C 4.9612 -1.5527 5.7627  -0.31
C 1.6135 2.2488 4.1067  0.95
C -1.7309 -3.3247 -0.9237  -0.20
C -1.2372 0.1195 -2.2072  0.50
C -5.3546 -1.7947 -2.3147  0.70
C -1.4939 -4.7158 -1.4643  -0.43
C 2.3854 3.3812 4.7669  -1.34
C 1.5978 -1.6415 -4.8813  -0.38
C 1.9948 1.4258 0.5961  0.36
B 0.0988 0.7382 -0.4681  1.58
H 1.3038 1.2533 5.6513  0.36
H 2.9008 -2.0159 5.7833  0.34
H 5.6117 2.0207 -3.1427  0.33
H -5.2335 -3.7130 -1.2706  0.32
H 3.5907 -0.0063 -3.0818  0.14
H 2.9700 -2.9026 -4.8205  0.30
H 2.8302 3.0098 5.6902  0.33
H -5.5340 -1.4635 -3.3376  0.28
H -5.8422 3.1564 -1.3910  0.40
H -6.5277 1.4818 -1.1565  0.23
H -4.3928 -3.6961 -2.8146  0.29
H 6.1381 0.5874 -1.7101  0.31
H -0.9386 -2.6186 -1.1721  0.11
H -7.2525 3.4265 -3.4522  0.34
H -2.6658 -2.8975 -1.2863  -0.31
H 3.6358 -2.5169 4.2409  0.32
H -2.3519 -6.3935 -1.1944  0.28
H -3.3510 2.6271 -0.0676  0.37
H 5.9334 2.2661 2.2692  0.31
H 5.8227 -1.3629 5.1224  0.27
H 1.1020 -1.7687 -5.8437  0.35
H 5.0406 -2.4233 6.4137  0.31
H 0.8233 4.8454 0.4273  0.31
H 0.7856 -1.2431 -4.2733  0.02
H -3.3180 1.1435 -5.2585  0.30
H 1.1926 2.5968 3.1633  -0.22
H 4.6668 2.6986 1.5617  0.46
H 4.0966 -1.1789 -1.9116  0.37
H -0.3052 -0.6175 3.8735  0.42
H -6.8174 -0.6783 -1.9982  0.27
H -0.4723 -5.0309 -1.2519  0.38
H -4.4339 -1.3238 -1.9702  -0.25
H -0.7816 1.3140 3.7208  0.32
H -1.5664 -4.8147 -2.5474  0.30
H -8.3871 1.4920 -4.1002  0.25
H 3.2970 -0.8220 4.5235  -0.20
H 5.6051 -0.5306 7.2547  0.28
H 6.2786 -0.5830 -2.9674  0.32
H -8.2313 2.8666 -2.1450  0.28
H 5.0074 -1.9443 1.1502  0.27
H -2.6783 3.4581 1.0043  0.31
H 1.8470 3.9077 1.0312  0.28
H 2.3036 1.4747 3.7713  -0.12
H -1.3005 1.4631 2.3064  0.21
H -6.2034 -3.6175 -2.7004  0.40
H 3.1463 3.8000 4.1083  0.33
H 1.8125 4.2748 5.0149  0.32
H 3.7956 0.5336 -1.4378  -0.11
H -5.3962 1.8104 -2.3979  0.13
H 3.9414 -1.0428 1.7357  0.32
H 0.9188 -1.4108 3.4681  0.33
H -2.2154 0.1487 -4.9642  0.43
H -1.7924 -3.2835 0.1637  0.38
H 2.2893 -0.8157 -5.0486  0.26

Computed properties:
- Electronic energy: -64231.4798 eV
- Net charge: -2
- Frontier orbital gap (alpha / beta): 2.642 / 6.804 eV
- HOMO (alpha / beta): 0.96 / -3.20 eV
- Spin multiplicity: 2

---

Record 3
The following is a DFT calculation (wB97M-V/def2-TZVPD) of a 2-piece molecular cluster, C5H11NO overall in a non-equilibrium geometry.

Last column: Mulliken charge in e.
Geometry (Å):
O 0.3423 1.1411 -0.3870  -0.23
N -0.8065 1.7802 0.1891  -0.58
C -1.4031 -1.6854 -0.0571  0.17
C -2.5875 -2.4163 0.3676  -1.11
C 1.5556 1.3110 0.5060  -0.08
C -0.6969 -1.0345 -0.8071  -0.33
C 2.7748 0.8382 -0.2531  -1.10
H -0.0699 -0.8005 -1.6274  0.38
H 3.6738 1.0957 0.3051  0.36
H -1.1939 2.3621 -0.5513  0.23
H 2.7335 -0.2364 -0.4106  0.29
H 1.6000 2.3880 0.6973  0.28
H 1.3870 0.7567 1.4325  0.27
H -2.7337 -2.3003 1.4425  0.31
H -1.4575 1.0146 0.3719  0.26
H 2.8320 1.3315 -1.2209  0.29
H -2.4692 -3.4801 0.1566  0.32
H -3.4809 -2.0656 -0.1541  0.27

Computed properties:
- Electronic energy: -8896.5980 eV
- Net charge: 0
- Structure (SMILES): C#CC.CCON
- Frontier orbital gap: 10.129 eV
- HOMO: -9.15 eV